Computed, not measured: 17 unconnected molecules or ions with the total composition C34H51N17, with ωB97M-V/def2-TZVPD.

The energy above the lowest of the compared OMol25 structures with the same formula, charge and spin comes out at 52.59 kcal per mole.

ORCA input file:
```
! RIJCOSX wB97M-V def2-TZVPD def2/J DEFGRID3
* xyz 0 1
N 0.29 -4.74 -1.45
N -5.00 4.03 3.56
N 3.08 -1.36 -0.50
N -1.51 -2.69 2.45
N -1.02 -3.63 -4.65
N -2.31 7.03 -2.04
N 1.37 -0.48 -6.50
N 0.95 5.29 1.81
N 1.42 4.55 -2.88
N -1.96 -0.53 -6.25
N -3.97 0.99 0.51
N -4.76 -5.47 -0.44
N -0.02 -0.82 5.32
N 5.37 0.49 0.87
N -0.06 0.32 -1.90
N 6.56 -0.36 5.49
N 3.61 2.49 4.75
C 3.93 2.09 -0.57
C 0.09 -0.06 6.16
C -2.18 6.18 -1.25
C -4.92 -1.48 0.69
C -2.05 5.13 -0.25
C 0.30 0.84 7.31
C -2.90 -2.61 4.67
C 0.09 -0.13 0.73
C 0.90 -1.51 -6.85
C -2.89 -5.06 -2.24
C 0.68 6.38 1.56
C -4.33 -0.10 0.60
C 2.12 -2.92 1.33
C -0.18 -2.97 -4.26
C 0.49 -5.58 -2.15
C 5.79 -1.02 4.97
C 2.64 -2.03 0.29
C 0.96 -2.14 -3.77
C 0.75 -6.73 -3.02
C 4.51 2.71 4.05
C -3.32 1.27 -5.06
C 5.55 3.19 3.12
C 4.76 1.18 0.27
C -3.95 -5.24 -1.21
C -0.02 0.09 -0.75
C -3.88 1.60 3.51
C 0.94 3.73 -3.52
C 4.71 -1.88 4.45
C 0.32 7.76 1.16
C -2.57 0.26 -5.72
C 0.36 -2.82 -7.30
C -2.12 -2.66 3.40
C 0.33 2.64 -4.34
C -4.48 2.98 3.53
H 1.00 -7.61 -2.43
H -4.64 0.83 3.39
H 2.91 1.82 -0.29
H 4.03 1.95 -1.65
H -0.54 1.53 7.32
H 0.22 1.80 -3.67
H 0.73 0.58 1.26
H 0.93 -2.37 -2.70
H -2.17 5.49 0.77
H -3.73 -3.32 4.59
H -4.21 -2.19 0.29
H 1.86 -2.45 -4.29
H -2.26 -5.92 -2.45
H -0.07 -7.00 -3.69
H 0.27 7.82 0.08
H 0.80 -3.57 -6.64
H -1.01 4.79 -0.35
H -0.71 -2.85 -7.06
H 1.15 2.39 -5.01
H -3.29 -1.59 4.63
H 1.26 1.34 7.19
H -2.28 -4.18 -1.99
H 5.13 3.06 2.12
H -4.37 1.19 -5.34
H -3.12 1.01 -4.02
H 2.97 -3.53 1.63
H 0.34 0.46 8.33
H 0.68 -1.09 -3.88
H 1.47 -3.53 0.70
H 0.26 -1.19 0.95
H 0.56 -3.07 -8.34
H 1.62 -2.32 2.09
H -2.35 -2.89 5.57
H -0.84 0.28 1.12
H 5.14 -2.67 3.83
H 6.53 2.72 3.07
H -5.85 -1.45 0.12
H -3.37 -4.81 -3.18
H 1.12 8.42 1.48
H 4.20 3.11 -0.32
H 3.92 -1.44 3.83
H -2.81 4.37 -0.40
H -3.00 1.55 2.87
H 5.73 4.25 3.26
H -2.88 2.25 -5.24
H -0.52 8.07 1.78
H -5.16 -1.74 1.73
H 1.64 -6.49 -3.60
H -0.56 2.99 -4.87
H 4.18 -2.39 5.25
H -3.38 1.42 4.47
*
```


Computed, not measured: a molecular structure, C10H17Br2F3OSb, with ωB97M-V/def2-TZVPD.

ORCA input file:
```
! RIJCOSX wB97M-V def2-TZVPD def2/J DEFGRID3
* xyz -1 1
Sb 0.97 -0.31 0.01
Br 3.81 1.43 1.33
Br 2.17 -3.16 2.16
F -2.20 1.71 -4.57
F -3.02 -1.59 -3.32
F -1.80 -1.40 -5.61
O -1.01 0.92 1.93
C -1.59 0.51 -3.89
C 2.75 -0.31 1.34
C -2.13 -0.85 -4.25
C 4.57 -1.44 3.14
C -3.36 0.17 1.36
C 0.12 1.45 1.14
C -0.36 0.71 -2.77
C 3.22 -1.45 2.19
C -2.30 1.46 1.48
C -0.71 -0.27 -1.48
H -4.34 0.50 0.80
H 0.93 1.85 1.92
H -2.30 1.97 0.43
H -2.81 -0.73 0.85
H 0.63 0.39 -3.33
H -0.15 2.34 0.44
H -2.73 2.22 2.29
H -3.69 -0.11 2.46
H 0.03 -1.32 1.06
H -0.30 1.84 -2.48
H 1.76 0.90 -1.02
H 5.19 -2.41 2.85
H 4.23 -1.59 4.26
H -0.81 -1.38 -1.86
H -1.68 0.12 -0.95
H 5.26 -0.50 2.99
H 1.63 -1.65 -0.90
*
```


Computed, not measured: 2 unconnected molecules or ions with the total composition C5H17N2O, with ωB97M-V/def2-TZVPD.

The energy above the lowest of the compared OMol25 structures with the same formula, charge and spin comes out at 59.78 kcal per mole.

ORCA input file:
```
! RIJCOSX wB97M-V def2-TZVPD def2/J DEFGRID3
* xyz 2 2
O -0.91 1.43 -1.89
N 0.27 -0.21 0.78
N 0.24 -1.46 -1.71
C 1.21 0.33 -0.18
C -0.94 0.52 1.04
C -1.90 0.08 2.19
C 1.02 -0.52 2.05
C 1.21 -0.30 -1.67
H -0.51 -1.18 -1.08
H 2.25 0.18 0.12
H -1.65 0.28 0.21
H -0.08 -1.59 -2.68
H 1.16 1.38 -0.41
H 1.43 0.42 2.42
H -1.55 1.92 -2.44
H -0.31 1.10 -2.54
H 1.14 0.47 -2.44
H -1.43 -0.14 3.16
H -2.53 -0.79 1.97
H 0.67 -2.29 -1.28
H 1.92 -1.09 1.81
H 2.17 -0.74 -1.83
H -0.73 1.57 1.06
H -2.41 0.98 2.46
H 0.50 -1.13 2.78
*
```


Computed, not measured: 18 unconnected molecules or ions with the total composition C78H160N8O30, with ωB97M-V/def2-TZVPD.

The energy above the lowest of the compared OMol25 structures with the same formula, charge and spin comes out at 0.00 kcal per mole.

ORCA input file:
```
! RIJCOSX wB97M-V def2-TZVPD def2/J DEFGRID3
* xyz 0 1
O 18.21 25.91 19.41
O 22.20 16.15 17.85
O 16.48 23.86 13.26
O 21.82 25.43 17.80
O 23.70 19.02 24.78
O 21.42 15.68 19.95
O 15.12 22.74 24.78
O 19.78 19.14 15.65
O 17.29 26.36 17.39
O 13.79 20.55 19.05
O 22.90 20.87 17.46
O 14.11 21.68 17.13
O 18.52 17.45 15.37
O 22.07 19.61 19.16
O 24.12 19.25 18.52
O 23.89 17.62 23.00
O 22.34 13.98 18.82
O 13.25 22.51 19.00
O 21.51 21.26 22.62
O 19.94 22.48 23.87
O 13.43 23.84 23.89
O 14.64 23.18 14.31
O 14.80 25.35 13.65
O 15.16 23.49 22.56
O 19.69 22.15 21.74
O 20.67 25.52 15.91
O 18.13 19.44 14.16
O 24.93 19.55 23.12
O 16.78 24.51 18.42
O 20.40 23.88 17.51
N 11.42 11.77 15.26
N 19.27 16.91 26.36
N 16.76 13.95 12.22
N 17.54 18.77 19.00
N 11.98 17.45 15.44
N 15.78 13.22 20.14
N 21.04 22.33 12.27
N 14.18 17.34 24.25
C 19.17 17.80 20.67
C 21.58 21.07 11.64
C 22.67 19.08 20.24
C 22.11 24.59 18.90
C 21.35 14.61 20.81
C 16.84 11.52 18.53
C 13.53 14.12 19.63
C 16.39 25.70 16.59
C 17.90 21.08 18.06
C 13.28 23.99 25.26
C 14.08 15.10 25.58
C 17.45 25.64 18.48
C 20.92 23.69 18.88
C 19.77 18.86 24.94
C 24.12 18.69 23.59
C 15.81 13.70 21.50
C 15.48 14.30 11.53
C 17.21 14.02 22.05
C 20.88 15.02 26.37
C 9.45 17.59 15.43
C 16.70 14.42 13.56
C 17.75 20.15 19.32
C 18.69 18.73 15.04
C 23.94 18.49 19.67
C 19.30 16.93 16.45
C 18.26 16.03 27.02
C 22.06 15.34 18.79
C 24.10 20.32 25.09
C 15.85 17.16 17.84
C 17.71 17.93 20.22
C 12.65 22.08 20.24
C 14.94 19.43 25.45
C 15.25 24.23 13.69
C 13.46 18.14 13.57
C 21.39 21.60 14.70
C 18.43 22.79 22.12
C 16.71 22.50 13.53
C 16.32 24.28 17.13
C 13.79 21.52 18.28
C 15.33 13.54 10.20
C 9.78 13.47 16.20
C 20.45 22.16 13.61
C 24.78 20.72 23.86
C 16.19 18.58 18.46
C 11.87 16.92 16.80
C 23.03 20.02 18.33
C 14.43 12.86 19.70
C 18.02 14.27 11.41
C 12.85 13.82 15.07
C 20.52 19.96 11.61
C 16.61 11.97 20.03
C 14.17 22.91 25.87
C 12.66 12.42 15.72
C 13.50 15.99 24.44
C 18.54 22.84 23.65
C 21.50 24.68 12.70
C 14.20 18.12 25.49
C 15.32 21.97 14.03
C 14.60 23.32 23.66
C 18.13 15.71 10.84
C 11.85 18.02 17.89
C 10.29 12.05 16.21
C 18.67 18.06 25.61
C 20.92 24.94 17.00
C 17.64 13.71 14.52
C 13.45 20.89 20.40
C 21.88 13.40 20.01
C 22.03 23.38 12.10
C 10.83 18.22 14.97
C 12.61 9.87 14.17
C 13.21 18.09 15.04
C 20.07 18.29 16.69
C 13.86 17.41 21.87
C 13.55 18.09 23.15
C 17.16 16.94 27.68
C 20.46 21.91 22.75
C 11.60 10.31 15.21
C 20.29 16.17 25.60
H 17.05 20.52 20.07
H 13.51 17.99 21.01
H 22.49 20.72 12.13
H 20.07 23.15 13.86
H 17.49 17.60 28.48
H 18.70 13.61 14.28
H 20.17 14.19 26.42
H 11.97 9.94 16.17
H 12.41 10.38 13.23
H 13.16 14.34 20.63
H 18.02 17.72 24.81
H 15.74 14.34 14.08
H 18.60 21.87 18.33
H 19.31 19.78 24.58
H 18.17 18.69 26.34
H 10.52 11.67 17.21
H 15.13 14.91 25.36
H 13.47 19.07 15.44
H 21.20 15.31 27.37
H 14.38 20.29 25.09
H 10.51 14.18 16.60
H 9.25 17.87 16.46
H 20.71 19.02 11.09
H 21.67 14.53 25.81
H 13.85 15.42 26.60
H 13.54 15.35 23.55
H 18.70 15.43 27.82
H 15.81 19.40 24.80
H 16.09 11.18 20.57
H 17.90 22.08 24.09
H 15.29 23.94 17.22
H 17.31 16.07 10.22
H 13.78 14.21 15.48
H 17.67 14.16 15.51
H 12.76 16.30 16.95
H 9.51 13.73 15.17
H 21.98 21.20 10.64
H 14.26 13.38 10.05
H 17.66 14.69 21.32
H 8.58 18.04 14.96
H 24.80 18.55 20.33
H 20.39 19.57 12.62
H 11.06 16.20 16.85
H 19.61 21.48 13.53
H 17.23 12.71 14.64
H 18.37 20.61 17.20
H 12.81 20.18 20.91
H 18.13 23.80 23.95
H 16.45 16.32 28.22
H 20.33 14.41 21.14
H 17.49 10.65 18.39
H 20.10 18.31 24.07
H 21.88 14.92 21.71
H 18.07 16.47 11.61
H 8.94 13.67 16.86
H 14.40 12.44 18.70
H 15.87 12.60 10.19
H 15.47 26.28 16.60
H 19.67 18.73 20.93
H 13.24 18.11 25.99
H 12.48 17.70 18.72
H 15.24 15.35 11.39
H 11.58 21.88 20.23
H 22.26 22.20 14.95
H 16.91 21.97 12.60
H 12.70 12.43 16.80
H 15.92 19.31 17.70
H 24.77 20.28 25.96
H 22.25 23.46 11.04
H 10.64 9.85 15.00
H 17.56 22.27 21.72
H 21.17 16.79 25.38
H 22.12 25.52 12.38
H 17.37 16.93 19.95
H 13.49 17.11 13.22
H 13.02 13.78 13.99
H 14.70 17.52 26.25
H 17.83 13.13 22.17
H 17.77 15.37 26.30
H 13.98 12.09 20.34
H 13.39 16.44 21.74
H 20.82 21.50 15.62
H 20.47 24.96 12.52
H 15.29 12.93 22.07
H 20.12 23.91 19.59
H 16.84 23.48 16.60
H 25.74 21.23 23.99
H 19.76 18.68 17.66
H 16.71 17.59 26.93
H 19.62 17.20 19.89
H 13.54 22.08 26.18
H 15.80 14.22 9.49
H 12.47 17.97 23.06
H 17.32 12.28 17.92
H 17.05 21.61 17.61
H 23.03 23.14 12.48
H 12.06 14.51 15.36
H 14.75 21.51 13.22
H 15.32 21.34 14.92
H 23.68 17.47 19.38
H 19.89 15.87 24.63
H 18.88 14.10 12.05
H 21.16 18.23 16.75
H 20.66 18.95 25.56
H 10.88 19.22 15.39
H 18.36 23.81 21.74
H 12.44 16.15 24.66
H 20.07 16.21 16.17
H 15.50 18.91 19.23
H 15.88 16.28 18.49
H 18.66 16.60 17.27
H 14.34 21.07 21.01
H 15.12 14.54 21.59
H 23.21 20.89 25.34
H 13.62 24.97 25.59
H 19.59 20.41 11.24
H 22.69 13.00 20.62
H 14.94 17.31 21.75
H 21.96 18.36 20.65
H 23.08 24.08 18.87
H 9.50 16.51 15.33
H 10.82 18.39 13.89
H 22.09 25.22 19.79
H 21.05 12.70 19.89
H 14.80 17.25 17.58
H 13.62 10.03 14.54
H 13.56 11.86 15.46
H 17.07 18.20 21.06
H 14.03 17.50 15.44
H 12.69 13.88 18.97
H 13.02 22.72 21.03
H 10.83 18.18 18.24
H 14.69 13.85 12.15
H 18.29 13.56 10.63
H 16.91 25.73 15.63
H 21.57 24.80 13.78
H 16.45 17.00 16.95
H 19.04 15.90 10.27
H 16.78 15.51 13.59
H 9.42 11.45 15.95
H 24.05 21.35 23.35
H 12.59 8.79 14.03
H 14.66 23.19 26.80
H 19.21 17.23 21.60
H 17.59 12.16 20.47
H 17.36 22.17 14.34
H 15.89 11.26 18.06
H 12.26 24.05 25.65
H 21.21 22.66 19.09
H 22.82 19.87 20.97
H 21.71 20.60 14.38
H 13.94 15.06 19.27
H 17.23 14.59 22.97
H 13.80 19.15 23.16
H 14.47 18.45 13.30
H 12.26 18.99 17.59
H 13.59 14.12 25.58
H 15.35 19.75 26.41
H 18.74 20.16 19.78
H 12.81 18.80 12.99
*
```


Computed E, in the same sequence as the records: -2256.78132, -6153.86554, -384.69992, -5762.96466 hartree.
Computed strongest force on any atom, in the same sequence as the records: 7.66, 5.99, 4.21, 7.24 eV Å⁻¹.